## 1
17
Properties=species:S:1:pos:R:3:mulliken_charge:R:1 method="wB97M-V/def2-TZVPD" smiles="CP(C)O.C=NO" mol_weight_g_mol=123.1 total_charge=0 gap_ev=9.173
C 1.6555 -0.4666 1.4190 -1.136
P 0.5157 -0.2874 0.0523 0.447
C 1.9158 -0.1522 -1.2268 -0.992
O 0.2529 1.2963 0.3475 -0.496
H 1.1605 -0.4414 2.5112 0.271
H 1.8738 -1.4892 1.2630 0.353
H 2.4774 0.2108 1.4422 0.394
H 2.6382 0.4744 -0.7215 0.286
H 2.3043 -0.9742 -1.8354 0.354
H 1.4106 0.4826 -2.0783 0.232
H -0.6340 1.5129 0.4376 0.315
C -2.6509 -1.4911 -0.5682 -0.319
N -2.5944 -0.3894 0.0499 -0.238
O -2.9661 0.8345 -0.4746 -0.341
H -2.2240 -2.2967 0.0051 0.317
H -3.1020 -1.6341 -1.5939 0.253
H -3.2668 0.9009 -1.4123 0.300

---

## 2
17
Properties=species:S:1:pos:R:3:mulliken_charge:R:1 method="wB97M-V/def2-TZVPD" smiles="COP(C)(=N)OC" mol_weight_g_mol=123.1 total_charge=0 gap_ev=9.774
C -2.1733 0.8498 -0.5838 -0.427
O -1.0946 0.0943 -1.0515 -0.537
P 0.3037 -0.6107 0.3263 0.900
C 0.7079 -2.3218 -0.1026 -1.009
N -0.2151 -0.0698 1.7394 -0.674
O 1.6035 0.1217 -0.1698 -0.306
C 1.6540 1.5625 -0.1112 -0.486
H -2.3609 0.2738 0.4588 0.176
H -3.0656 0.7513 -1.2352 0.243
H -1.9228 1.9039 -0.3464 0.178
H 0.5129 -2.3261 -1.2338 0.297
H 1.7461 -2.4750 -0.0639 0.360
H 0.1389 -3.0894 0.2616 0.369
H -0.9292 -0.5396 2.3353 0.244
H 2.1733 1.9551 -1.0665 0.232
H 2.2827 1.9420 0.7797 0.250
H 0.6385 1.9781 0.0638 0.190

---

Ranking the structures above by stability puts 2 first and 1 last.